[1]
ORCA calculation (ωB97M-V/def2-TZVPD) on a 3-piece molecular cluster, C29H68IN3O4Si overall.

## Properties
- E_LUMO (eV) = 0.52
- F_max (eV/A) = 0.7
- structure (SMILES) = CCCCCCCCC[Si@](I)(CCCCCCC)OCCNC[C@H](C)O.COC[C@@H](C)N.COC[C@@H](C)N
- gap between HOMO and LUMO (eV) = 9.457
- E_tot (Ha) = -2198.2022
- net charge = 0

Last column: Mulliken charge in e.
Element x y z (Å)
C (3.679, -0.153, 2.566)  -0.86
C (4.477, -0.357, 1.266)  -0.14
C (5.699, 0.559, 1.143)  -1.08
C (5.412, 1.993, 0.694)  -0.53
C (4.518, 2.134, -0.523)  1.60
C (4.217, 3.606, -0.860)  -0.97
C (3.101, 4.200, 0.005)  -0.97
C (1.683, 3.874, -0.472)  -0.62
C (1.103, 2.599, 0.163)  -0.48
Si (-0.757, 2.382, 0.123)  0.17
I (-1.939, 4.524, 0.353)  -0.27
C (-1.288, 1.217, 1.510)  0.26
C (-2.587, 1.576, 2.259)  -0.71
C (-3.147, 0.382, 3.043)  -1.16
C (-3.788, -0.683, 2.163)  0.30
C (-5.201, -0.388, 1.596)  -0.22
C (-6.063, 0.640, 2.332)  -0.57
C (-5.909, 2.096, 1.859)  -1.10
O (-1.115, 1.737, -1.357)  -0.46
C (-2.298, 0.961, -1.483)  0.37
C (-1.998, -0.549, -1.546)  -0.53
N (-0.601, -0.856, -1.275)  -0.08
C (-0.413, -2.179, -0.707)  -0.57
C (1.029, -2.364, -0.270)  0.23
C (1.279, -3.741, 0.315)  -1.59
O (1.401, -1.338, 0.654)  -0.33
H (2.697, 0.277, 2.382)  -0.18
H (4.218, 0.471, 3.277)  0.46
H (3.504, -1.109, 3.058)  0.31
H (3.804, -0.252, 0.418)  0.12
H (4.831, -1.387, 1.236)  0.43
H (6.442, 0.092, 0.496)  0.29
H (6.155, 0.615, 2.134)  0.41
H (6.369, 2.462, 0.446)  0.28
H (5.009, 2.582, 1.521)  0.39
H (4.965, 1.664, -1.401)  -0.01
H (3.562, 1.636, -0.353)  -1.22
H (5.130, 4.181, -0.687)  0.46
H (3.951, 3.688, -1.912)  0.39
H (3.235, 3.861, 1.033)  0.32
H (3.221, 5.284, 0.016)  0.43
H (1.048, 4.724, -0.237)  0.39
H (1.683, 3.740, -1.554)  0.23
H (1.481, 1.721, -0.365)  0.19
H (1.402, 2.528, 1.210)  0.39
H (-1.345, 0.194, 1.138)  -0.23
H (-0.464, 1.247, 2.228)  0.73
H (-3.324, 1.942, 1.549)  0.05
H (-2.359, 2.364, 2.975)  0.36
H (-3.822, 0.727, 3.823)  0.50
H (-2.299, -0.075, 3.562)  0.44
H (-3.822, -1.626, 2.709)  0.53
H (-3.125, -0.863, 1.315)  -0.78
H (-5.130, -0.128, 0.540)  0.36
H (-5.747, -1.332, 1.617)  0.05
H (-7.102, 0.362, 2.149)  0.21
H (-5.925, 0.569, 3.409)  0.39
H (-5.489, 2.116, 0.853)  0.25
H (-6.875, 2.590, 1.796)  0.44
H (-5.247, 2.679, 2.494)  0.23
H (-2.803, 1.267, -2.398)  0.52
H (-3.001, 1.166, -0.671)  -0.46
H (-2.672, -1.064, -0.847)  0.20
H (-2.247, -0.929, -2.537)  0.46
H (-0.221, -0.201, -0.605)  -0.40
H (-1.062, -2.342, 0.174)  0.15
H (-0.671, -2.948, -1.436)  0.51
H (1.667, -2.226, -1.142)  0.29
H (2.244, -3.739, 0.819)  0.37
H (1.321, -4.511, -0.453)  0.43
H (0.522, -4.011, 1.053)  0.37
H (0.846, -1.439, 1.432)  0.21
C (-6.592, -5.123, 0.870)  -0.77
O (-6.929, -3.777, 0.593)  -0.24
C (-8.108, -3.585, -0.161)  -0.76
C (-9.408, -3.634, 0.651)  0.36
C (-9.835, -5.040, 1.061)  -1.45
N (-9.356, -2.784, 1.844)  -0.71
H (-6.867, -5.781, 0.040)  0.34
H (-7.065, -5.481, 1.787)  0.26
H (-5.511, -5.166, 1.007)  0.22
H (-8.015, -2.582, -0.586)  0.32
H (-8.140, -4.292, -1.001)  0.45
H (-10.190, -3.232, -0.001)  0.38
H (-9.250, -5.410, 1.903)  0.28
H (-10.878, -5.036, 1.374)  0.37
H (-9.730, -5.744, 0.234)  0.35
H (-9.203, -1.818, 1.568)  0.27
H (-8.526, -3.036, 2.374)  0.32
C (6.535, 0.058, -3.820)  -0.73
O (6.569, 1.452, -3.579)  -0.40
C (7.655, 1.910, -2.800)  -0.26
C (8.961, 2.130, -3.573)  0.23
C (9.694, 0.842, -3.935)  -1.45
N (8.767, 2.926, -4.788)  -0.73
H (6.908, -0.503, -2.958)  0.32
H (7.111, -0.216, -4.707)  0.28
H (5.495, -0.217, -3.992)  0.26
H (7.331, 2.874, -2.398)  0.24
H (7.813, 1.240, -1.942)  0.20
H (9.615, 2.703, -2.909)  0.43
H (9.231, 0.339, -4.784)  0.30
H (10.723, 1.066, -4.218)  0.36
H (9.716, 0.147, -3.094)  0.34
H (8.399, 3.840, -4.540)  0.28
H (8.029, 2.491, -5.333)  0.31

[2]
ORCA calculation (ωB97M-V/def2-TZVPD) on a 6-piece molecular cluster, C29H69BCl2N4O6P overall at a distorted geometry.

## Properties
- E_LUMO (eV) = -2.61
- F_max (eV/A) = 1.5
- gap between HOMO and LUMO (eV) = 8.667
- E_tot (Ha) = -3103.1319
- net charge = +1

Last column: Mulliken charge in e.
Element x y z (Å)
C (0.196, -1.425, 3.881)  -0.90
C (0.994, -1.625, 2.823)  -0.55
C (1.683, -0.425, 2.181)  -1.14
C (0.748, 0.303, 1.182)  0.25
N (1.130, 0.124, -0.191)  -0.32
C (0.050, 0.459, -1.171)  2.25
C (0.830, 0.785, -2.488)  -1.95
C (0.046, 0.721, -3.802)  -0.70
C (0.206, -0.606, -4.546)  0.43
C (1.663, -0.864, -5.020)  -1.35
C (2.421, -1.890, -4.163)  0.45
C (2.258, -3.353, -4.616)  -0.89
C (2.071, -4.189, -3.331)  -1.08
C (0.632, -4.022, -2.870)  0.95
C (0.228, -4.781, -1.614)  -1.25
B (-0.924, -0.853, -1.267)  -0.54
N (-2.124, -0.951, -2.065)  -0.45
O (-0.602, -1.939, -0.500)  -0.44
C (-0.731, 1.663, -0.583)  -2.17
C (-1.411, 2.596, -1.555)  -0.76
Cl (-0.419, 3.695, -2.475)  -0.15
C (-2.744, 2.676, -1.735)  1.03
C (-3.412, 3.641, -2.662)  -1.45
Cl (-3.824, 1.660, -0.842)  -0.15
N (0.202, 2.531, 0.235)  0.04
C (0.821, 1.821, 1.429)  -0.48
P (2.600, 2.378, 1.532)  0.20
N (2.992, 2.956, 2.930)  -0.59
H (-0.300, -0.472, 4.038)  0.28
H (0.048, -2.177, 4.644)  0.39
H (1.163, -2.625, 2.445)  0.34
H (1.937, 0.224, 3.014)  0.60
H (2.605, -0.726, 1.689)  0.66
H (-0.263, -0.040, 1.436)  -0.13
H (1.482, -0.803, -0.384)  0.42
H (1.618, 0.039, -2.537)  1.07
H (1.339, 1.735, -2.328)  0.36
H (0.465, 1.474, -4.473)  0.72
H (-1.002, 0.992, -3.701)  0.23
H (-0.389, -0.500, -5.453)  0.05
H (-0.109, -1.454, -3.942)  -0.37
H (2.207, 0.082, -5.020)  0.45
H (1.656, -1.217, -6.049)  0.44
H (3.475, -1.608, -4.141)  0.44
H (2.089, -1.834, -3.128)  -0.42
H (3.132, -3.748, -5.129)  0.40
H (1.388, -3.446, -5.265)  0.38
H (2.379, -5.225, -3.455)  0.44
H (2.706, -3.759, -2.553)  0.38
H (0.491, -2.964, -2.651)  -0.61
H (-0.058, -4.288, -3.671)  0.42
H (0.582, -4.319, -0.697)  0.05
H (-0.863, -4.745, -1.587)  0.27
H (0.509, -5.829, -1.702)  0.49
H (-2.482, -0.067, -2.391)  0.22
H (-2.057, -1.610, -2.828)  0.31
H (-1.427, -2.355, -0.173)  0.14
H (-1.499, 1.349, 0.116)  1.06
H (-4.466, 3.710, -2.409)  0.45
H (-3.356, 3.311, -3.697)  0.28
H (-3.011, 4.640, -2.532)  0.40
H (0.920, 2.892, -0.399)  0.74
H (-0.336, 3.343, 0.538)  0.46
H (0.274, 2.106, 2.325)  0.54
H (2.778, 3.316, 0.477)  0.11
H (3.394, 1.288, 1.142)  0.09
H (2.170, 2.911, 3.530)  0.08
C (4.956, 6.395, 5.116)  -1.05
C (5.011, 4.986, 5.679)  -0.19
O (3.835, 4.253, 5.360)  -0.43
H (4.086, 6.926, 5.505)  0.23
H (5.855, 6.958, 5.374)  0.37
H (4.863, 6.371, 4.027)  0.32
H (5.086, 5.013, 6.765)  0.28
H (5.884, 4.453, 5.287)  0.26
H (3.739, 4.206, 4.401)  0.36
C (-0.601, 4.058, 6.875)  -1.20
C (0.513, 4.131, 5.850)  -0.08
O (0.020, 3.825, 4.529)  -0.45
H (-1.051, 3.065, 6.881)  0.29
H (-0.225, 4.278, 7.874)  0.35
H (-1.395, 4.772, 6.639)  0.36
H (1.293, 3.409, 6.074)  0.28
H (0.966, 5.124, 5.836)  0.24
H (-0.660, 4.473, 4.325)  0.24
C (-1.846, 1.134, -9.298)  -1.19
C (-1.516, 0.971, -7.827)  0.00
O (-2.229, -0.132, -7.262)  -0.52
H (-2.916, 1.293, -9.431)  0.30
H (-1.309, 1.979, -9.731)  0.35
H (-1.580, 0.233, -9.855)  0.34
H (-1.800, 1.864, -7.271)  0.25
H (-0.441, 0.805, -7.688)  0.16
H (-1.970, -0.921, -7.747)  0.30
C (-3.171, -5.317, 0.738)  -1.46
C (-2.264, -4.211, 1.239)  0.56
O (-2.650, -2.939, 0.675)  -0.52
H (-3.141, -5.372, -0.351)  0.36
H (-2.871, -6.281, 1.147)  0.38
H (-4.208, -5.126, 1.025)  0.34
H (-1.234, -4.393, 0.934)  0.03
H (-2.297, -4.149, 2.328)  0.04
H (-3.555, -2.758, 0.939)  0.26
C (-3.221, -3.404, 6.750)  -1.14
C (-2.306, -3.716, 5.581)  0.11
O (-3.045, -4.162, 4.443)  -0.51
H (-3.801, -4.284, 7.022)  0.29
H (-2.649, -3.077, 7.619)  0.37
H (-3.930, -2.615, 6.485)  0.33
H (-1.614, -4.515, 5.840)  0.35
H (-1.723, -2.830, 5.304)  -0.18
H (-3.654, -3.459, 4.201)  0.27

[3]
ORCA calculation (ωB97M-V/def2-TZVPD) on a 7-piece molecular cluster, C29H69BrClNO15PS overall at a distorted geometry.

## Properties
- E_LUMO (eV) = 2.05
- F_max (eV/A) = 1.8
- gap between HOMO and LUMO (eV) = 7.291
- E_tot (Ha) = -6103.2965
- net charge = -1

Last column: Mulliken charge in e.
Element x y z (Å)
C (-1.072, 1.648, -4.908)  -0.93
C (0.263, 0.880, -4.796)  -0.06
S (1.338, 1.510, -3.476)  -0.17
C (0.233, 1.233, -2.033)  -0.66
N (0.856, 1.786, -0.862)  -0.06
C (0.221, 1.476, 0.353)  0.11
Br (-1.767, 1.750, 0.361)  -0.14
C (0.807, 2.338, 1.555)  0.37
O (0.009, 2.733, 2.420)  -0.71
O (2.037, 2.535, 1.543)  -0.67
P (0.588, -0.317, 0.803)  0.44
O (0.395, -0.379, 2.424)  -0.31
Cl (-0.976, -1.489, 0.007)  -0.37
H (-0.845, 2.687, -4.675)  0.35
H (-1.503, 1.572, -5.902)  0.10
H (-1.800, 1.301, -4.183)  0.34
H (0.013, -0.149, -4.543)  -0.07
H (0.760, 0.921, -5.757)  0.39
H (0.159, 0.156, -1.927)  0.19
H (-0.726, 1.676, -2.288)  0.39
H (1.048, 2.775, -0.945)  0.35
H (0.509, -1.305, 2.677)  0.21
C (2.371, -2.907, 4.911)  -0.72
O (1.139, -3.364, 4.372)  -0.16
C (0.797, -4.684, 4.772)  -0.67
C (-0.198, -4.698, 5.919)  -0.07
O (0.339, -4.147, 7.113)  -0.43
C (-0.041, -2.794, 7.287)  -0.52
H (2.399, -1.824, 4.811)  0.09
H (2.477, -3.169, 5.966)  0.42
H (3.207, -3.330, 4.344)  0.28
H (1.695, -5.254, 5.030)  0.37
H (0.330, -5.164, 3.905)  0.39
H (-0.461, -5.738, 6.140)  0.41
H (-1.113, -4.171, 5.631)  -0.09
H (-1.069, -2.736, 7.661)  0.30
H (0.035, -2.236, 6.353)  0.10
H (0.626, -2.343, 8.021)  0.31
C (-5.716, -1.324, 5.729)  -0.67
O (-4.986, -0.239, 5.192)  -0.38
C (-3.768, 0.009, 5.882)  -0.83
C (-2.577, -0.599, 5.173)  -0.18
O (-2.649, -2.020, 5.143)  -0.17
C (-3.127, -2.529, 3.911)  -0.88
H (-6.446, -1.637, 4.984)  0.24
H (-5.073, -2.173, 5.968)  0.24
H (-6.250, -1.008, 6.634)  0.33
H (-3.832, -0.354, 6.913)  0.34
H (-3.636, 1.094, 5.914)  0.41
H (-1.671, -0.333, 5.726)  0.33
H (-2.479, -0.196, 4.162)  0.29
H (-2.316, -2.511, 3.176)  0.20
H (-3.972, -1.952, 3.530)  0.47
H (-3.450, -3.560, 4.059)  0.25
C (-4.782, -0.882, -10.263)  -0.70
O (-5.786, 0.039, -9.873)  -0.38
C (-6.071, -0.005, -8.482)  -0.51
C (-5.358, 1.091, -7.719)  -0.53
O (-3.949, 0.937, -7.762)  -0.24
C (-3.337, 1.761, -8.740)  -0.92
H (-4.412, -0.578, -11.241)  0.25
H (-3.946, -0.900, -9.561)  0.28
H (-5.208, -1.889, -10.345)  0.32
H (-5.821, -0.987, -8.069)  0.32
H (-7.151, 0.140, -8.374)  0.36
H (-5.655, 1.033, -6.668)  0.36
H (-5.649, 2.077, -8.096)  0.37
H (-3.254, 2.786, -8.364)  0.29
H (-3.892, 1.763, -9.681)  0.51
H (-2.335, 1.376, -8.927)  0.21
C (4.619, 8.098, 2.900)  -0.75
O (3.319, 8.510, 2.525)  -0.37
C (3.130, 8.540, 1.118)  -0.49
C (2.437, 7.293, 0.604)  -0.50
O (3.222, 6.136, 0.791)  -0.37
C (2.844, 5.377, 1.945)  -0.61
H (4.587, 7.807, 3.949)  0.25
H (4.964, 7.247, 2.311)  0.33
H (5.325, 8.931, 2.786)  0.32
H (4.087, 8.685, 0.606)  0.31
H (2.497, 9.408, 0.903)  0.36
H (2.281, 7.407, -0.475)  0.39
H (1.456, 7.175, 1.075)  0.32
H (1.961, 4.781, 1.731)  0.18
H (2.652, 6.022, 2.808)  0.35
H (3.661, 4.703, 2.186)  0.26
C (-0.467, -4.661, -5.776)  -0.82
O (-1.223, -3.630, -5.171)  -0.27
C (-2.219, -4.115, -4.282)  -0.60
C (-1.768, -4.059, -2.837)  -0.03
O (-0.670, -4.922, -2.590)  -0.41
C (0.578, -4.243, -2.592)  -0.54
H (0.442, -4.215, -6.179)  0.25
H (-0.189, -5.438, -5.062)  0.35
H (-1.034, -5.110, -6.600)  0.28
H (-2.515, -5.133, -4.556)  0.34
H (-3.092, -3.466, -4.401)  0.36
H (-2.593, -4.398, -2.202)  0.35
H (-1.523, -3.033, -2.547)  -0.01
H (0.724, -3.722, -1.641)  0.22
H (0.653, -3.525, -3.411)  0.26
H (1.363, -4.990, -2.708)  0.25
C (7.040, 0.577, 2.957)  -0.68
O (6.564, 0.406, 1.637)  -0.37
C (6.151, -0.923, 1.361)  -0.71
C (4.650, -1.096, 1.483)  -0.27
O (4.201, -0.895, 2.809)  -0.28
C (3.659, 0.415, 3.016)  -0.64
H (7.037, 1.644, 3.176)  0.25
H (6.410, 0.068, 3.688)  0.24
H (8.069, 0.203, 3.037)  0.32
H (6.674, -1.630, 2.015)  0.31
H (6.446, -1.137, 0.328)  0.40
H (4.399, -2.128, 1.209)  0.38
H (4.124, -0.430, 0.792)  0.22
H (2.651, 0.467, 2.625)  -0.09
H (4.263, 1.192, 2.549)  0.54
H (3.628, 0.596, 4.092)  0.32

[4]
ORCA calculation (ωB97M-V/def2-TZVPD) on C29H72BI2N5 as an isolated structure.

## Properties
- E_LUMO (eV) = -0.13
- F_max (eV/A) = 0.4
- gap between HOMO and LUMO (eV) = 7.942
- E_tot (Ha) = -2042.0728
- net charge = 0

Last column: Mulliken charge in e.
Element x y z (Å)
C (2.487, 2.125, -0.001)  -1.43
C (2.586, 0.640, -0.327)  0.27
I (3.274, 0.484, -2.357)  0.10
C (3.433, -0.121, 0.699)  -0.58
I (5.541, -0.084, 0.289)  0.10
B (3.142, -1.634, 1.027)  0.38
C (1.939, -2.479, 0.474)  -0.60
C (1.900, -2.792, -1.025)  0.79
N (2.976, -3.720, -1.377)  -0.66
H (1.742, 2.621, -0.624)  0.48
H (2.207, 2.256, 1.049)  0.30
H (3.444, 2.624, -0.162)  0.38
H (1.594, 0.188, -0.366)  -0.14
H (3.372, 0.439, 1.638)  0.23
H (3.868, -2.111, 1.846)  -0.14
H (1.906, -3.436, 1.005)  0.38
H (1.008, -1.951, 0.733)  0.10
H (0.938, -3.268, -1.238)  -0.30
H (1.929, -1.873, -1.614)  -0.19
H (3.239, -3.633, -2.348)  0.23
H (3.811, -3.526, -0.838)  0.25
C (-5.081, -3.767, -1.040)  -1.34
C (-4.312, -2.597, -0.447)  -0.41
N (-3.035, -3.008, 0.114)  0.20
C (-2.391, -1.994, 0.931)  -0.77
C (-1.912, -0.708, 0.245)  -0.75
C (-2.162, -3.739, -0.792)  -0.06
C (-1.790, -3.071, -2.121)  -1.02
H (-5.191, -4.565, -0.304)  0.30
H (-6.073, -3.451, -1.365)  0.47
H (-4.564, -4.172, -1.911)  0.18
H (-4.889, -2.148, 0.366)  0.51
H (-4.209, -1.815, -1.217)  0.29
H (-1.543, -2.469, 1.432)  0.40
H (-3.099, -1.723, 1.720)  0.44
H (-1.028, -0.877, -0.371)  -0.12
H (-1.651, 0.035, 1.002)  0.38
H (-2.687, -0.276, -0.389)  0.42
H (-2.630, -4.699, -1.014)  -0.44
H (-1.252, -3.977, -0.233)  0.40
H (-2.660, -2.658, -2.635)  0.39
H (-1.340, -3.809, -2.789)  0.28
H (-1.067, -2.268, -1.984)  0.21
C (-3.102, -10.338, -3.484)  -1.40
C (-1.976, -9.320, -3.389)  -0.37
N (-2.430, -7.957, -3.609)  0.14
C (-1.348, -7.008, -3.824)  -0.81
C (-0.378, -6.735, -2.668)  -0.77
C (-3.507, -7.503, -2.742)  -0.69
C (-3.278, -7.574, -1.229)  -0.86
H (-3.641, -10.226, -4.425)  0.33
H (-2.693, -11.348, -3.436)  0.44
H (-3.816, -10.236, -2.665)  0.28
H (-1.234, -9.532, -4.164)  0.46
H (-1.458, -9.453, -2.426)  0.28
H (-1.801, -6.064, -4.142)  0.38
H (-0.772, -7.373, -4.680)  0.40
H (-0.833, -6.138, -1.878)  -0.05
H (0.489, -6.183, -3.036)  0.37
H (-0.011, -7.661, -2.223)  0.42
H (-4.408, -8.073, -2.983)  0.34
H (-3.727, -6.471, -3.031)  0.32
H (-2.876, -8.540, -0.920)  0.34
H (-4.223, -7.426, -0.702)  0.33
H (-2.588, -6.805, -0.888)  0.18
C (4.411, 2.817, 4.196)  -1.34
C (4.474, 4.240, 4.727)  -0.46
N (3.859, 5.208, 3.834)  0.23
C (4.171, 6.589, 4.167)  -0.62
C (3.665, 7.140, 5.504)  -0.99
C (2.475, 4.935, 3.482)  0.07
C (1.456, 4.776, 4.619)  -1.32
H (4.852, 2.756, 3.200)  0.29
H (4.969, 2.150, 4.855)  0.51
H (3.386, 2.445, 4.151)  0.24
H (5.521, 4.534, 4.842)  0.47
H (4.041, 4.257, 5.740)  0.28
H (3.794, 7.215, 3.354)  0.31
H (5.261, 6.681, 4.143)  0.43
H (2.589, 7.311, 5.497)  0.22
H (4.149, 8.096, 5.711)  0.41
H (3.897, 6.467, 6.331)  0.27
H (2.457, 4.021, 2.881)  -0.32
H (2.137, 5.730, 2.813)  0.28
H (1.833, 4.126, 5.411)  0.30
H (0.543, 4.320, 4.230)  0.43
H (1.182, 5.728, 5.069)  0.32
C (1.533, 5.974, -0.210)  -1.30
C (0.034, 5.963, 0.037)  -0.32
N (-0.634, 7.156, -0.451)  0.13
C (-1.994, 7.303, 0.039)  -0.70
C (-3.032, 6.259, -0.386)  -0.96
C (-0.421, 7.465, -1.858)  -0.71
C (-0.799, 6.396, -2.889)  -0.89
H (1.986, 6.882, 0.190)  0.34
H (1.989, 5.114, 0.284)  0.15
H (1.779, 5.909, -1.271)  0.42
H (-0.152, 5.918, 1.115)  0.50
H (-0.385, 5.032, -0.381)  0.16
H (-2.343, 8.297, -0.254)  0.37
H (-1.938, 7.310, 1.132)  0.40
H (-3.322, 6.368, -1.430)  0.23
H (-3.933, 6.370, 0.219)  0.39
H (-2.661, 5.243, -0.242)  0.26
H (0.635, 7.710, -1.991)  0.35
H (-0.967, 8.389, -2.066)  0.38
H (-0.422, 5.413, -2.601)  0.21
H (-0.356, 6.644, -3.855)  0.37
H (-1.875, 6.313, -3.031)  0.26